Record 1
ORCA calculation (the ωB97M-V functional and the def2-TZVPD basis) on C4H6IrO2 as an isolated structure.

ORCA input file:
```
! RIJCOSX wB97M-V def2-TZVPD def2/J DEFGRID3
* xyz 3 5
C -0.78 -0.55 -0.03
C 0.46 -0.08 -0.63
H 0.81 -0.83 -1.36
H 0.44 1.25 -0.35
O -3.08 -0.04 0.37
C -1.82 0.31 0.17
H -0.96 -1.62 0.02
H -3.38 -0.71 -0.26
H -1.70 1.39 0.08
C 1.62 0.43 0.11
O 2.61 -0.36 0.33
Ir 3.86 -0.69 1.41
H 1.92 1.50 0.13
*
```

Results
LUMO (alpha / beta)   -15.79 / -17.10 eV
HOMO energy (alpha / beta)   -23.4275 / -24.5776 eV
HOMO-LUMO gap (alpha / beta)   0.2807 / 0.2747 Ha

Record 2
ORCA calculation (the ωB97M-V functional and the def2-TZVPD basis) on a 2-piece molecular cluster, C4H11NOSi overall.

ORCA input file:
```
! RIJCOSX wB97M-V def2-TZVPD def2/J DEFGRID3
* xyz 0 1
C -0.71 -1.03 -0.04
C -2.22 -1.22 -0.23
C -1.43 1.81 0.38
C 2.87 -0.17 -0.75
N -0.10 0.12 0.23
O 0.05 -1.97 -0.24
Si 1.60 0.22 0.64
H -2.74 -0.93 0.66
H -2.64 -0.75 -1.08
H -2.58 -2.29 -0.33
H -2.20 1.43 -0.27
H -1.75 1.70 1.45
H -0.87 2.65 -0.01
H 3.88 -0.17 -0.49
H 2.69 -1.15 -1.32
H 2.74 0.60 -1.60
H 1.53 1.77 0.97
H 1.86 -0.64 2.02
*
```

Results
LUMO   -0.28 eV
Energy relative to the best compared isomer or geometry (same formula, charge and spin)   65.8 kcal/mol
HOMO energy   -9.2934 eV
HOMO-LUMO gap   0.3313 Ha

Record 3
ORCA calculation (the ωB97M-V functional and the def2-TZVPD basis) on one molecule with the formula C4H8ClN.

ORCA input file:
```
! RIJCOSX wB97M-V def2-TZVPD def2/J DEFGRID3
* xyz 0 1
C 0.05 -1.54 0.46
C -0.57 -1.20 -0.86
C 0.50 -0.11 0.80
C -0.35 1.92 -0.18
N -0.60 0.62 0.29
Cl 2.09 -0.04 -0.19
H -0.68 -1.94 1.12
H 0.91 -2.32 0.36
H 0.23 -0.68 -1.55
H -1.53 -1.61 -1.01
H 0.81 0.18 1.91
H -1.14 2.20 -1.00
H -0.35 2.54 0.64
H 0.63 1.99 -0.78
*
```

Results
LUMO (alpha / beta)   -0.07 / -0.07 eV
Energy relative to the best compared isomer or geometry (same formula, charge and spin)   81.3 kcal/mol
HOMO energy (alpha / beta)   -8.6190 / -8.6008 eV
HOMO-LUMO gap (alpha / beta)   0.3143 / 0.3133 Ha

Record 4
ORCA calculation (the ωB97M-V functional and the def2-TZVPD basis) on C24H16BClF3I2NO8P2 as an isolated structure.

ORCA input file:
```
! RIJCOSX wB97M-V def2-TZVPD def2/J DEFGRID3
* xyz 0 1
C 5.74 -2.47 0.69
C 6.60 -1.24 0.03
I 8.81 -1.25 0.31
C 5.97 -0.10 -0.74
I 7.29 1.42 -1.60
C 4.32 0.00 -0.99
C 3.59 -1.17 -1.94
Cl 4.73 -2.47 -2.61
C 1.98 -1.20 -2.26
C 1.17 -2.30 -3.15
F -0.13 -2.76 -2.53
F 1.88 -3.53 -3.52
F 0.80 -1.62 -4.45
C 1.12 0.08 -1.62
C 1.84 1.26 -0.68
C 3.47 1.24 -0.32
P 4.24 2.61 0.82
O 4.72 3.90 -0.02
O 3.16 3.05 2.16
O 5.72 2.05 1.64
C 0.89 2.51 -0.09
O 1.25 3.79 -0.09
C -0.61 2.01 0.45
C -1.34 2.56 1.81
N -0.70 3.61 2.70
C -2.83 1.97 2.27
P -3.72 2.66 3.87
O -5.27 2.91 3.64
C -3.52 0.80 1.34
B -5.00 0.09 1.68
O -5.22 -0.84 2.83
O -6.10 0.51 0.74
C -2.79 0.23 -0.04
C -3.46 -0.97 -0.97
C -4.72 -0.78 -2.00
C -5.24 -2.12 -2.80
C -4.57 -3.64 -2.62
C -3.28 -3.83 -1.60
C -2.76 -2.48 -0.78
C -1.33 0.83 -0.50
C -0.51 0.30 -1.85
O -1.16 0.12 -3.00
H 6.01 -3.45 0.07
H 4.58 -2.35 0.60
H 6.00 -2.69 1.82
H 2.76 2.23 2.56
H 5.44 1.38 2.36
H -0.66 4.49 2.12
H 0.24 3.31 3.03
H -3.17 3.96 4.26
H -3.47 1.75 4.99
H -5.12 -0.24 3.63
H -6.76 -0.24 0.63
H -5.17 0.30 -2.10
H -6.14 -2.04 -3.56
H -4.96 -4.59 -3.18
H -2.75 -4.88 -1.40
H -1.85 -2.64 -0.04
*
```

Results
LUMO   -2.55 eV
HOMO energy   -8.8149 eV
HOMO-LUMO gap   0.2302 Ha

Record 5
ORCA calculation (the ωB97M-V functional and the def2-TZVPD basis) on C18H19F6NO4PtS5 as an isolated structure.

ORCA input file:
```
! RIJCOSX wB97M-V def2-TZVPD def2/J DEFGRID3
* xyz 2 1
Pt 0.01 0.11 -0.09
C -0.81 3.47 0.06
C -0.82 3.24 -1.44
S -1.12 1.47 -1.85
C 0.10 1.13 -3.17
C 1.54 1.35 -2.76
S 1.99 0.52 -1.16
C 2.86 1.84 -0.25
C 1.98 3.03 0.10
S 0.45 2.50 0.95
H -1.76 3.20 0.52
H -0.63 4.53 0.28
H 0.09 3.60 -1.92
H -1.65 3.79 -1.88
H -0.14 1.74 -4.04
H -0.09 0.08 -3.42
H 1.79 2.41 -2.65
H 2.22 0.92 -3.49
H 3.72 2.13 -0.85
H 3.23 1.35 0.65
H 1.74 3.62 -0.78
H 2.51 3.69 0.79
F -4.17 -2.88 -2.18
C -3.90 -2.44 -0.98
F -4.68 -1.42 -0.66
F -3.99 -3.39 -0.08
S -2.15 -1.76 -1.05
O -1.86 -0.95 0.18
O -2.18 -0.96 -2.25
N -1.23 -3.02 -1.12
S 0.29 -2.64 -1.22
O 0.72 -2.02 0.06
O 0.68 -1.86 -2.36
C 1.17 -4.26 -1.56
F 0.88 -4.59 -2.79
F 2.46 -4.02 -1.42
F 0.78 -5.20 -0.72
C 3.64 -1.04 4.30
C 3.74 -0.95 2.92
C 2.62 -0.68 2.14
C 1.36 -0.47 2.72
C 0.17 -0.16 2.03
C -1.04 0.07 2.68
C -1.12 -0.08 4.06
C 0.03 -0.38 4.79
C 1.26 -0.56 4.15
C 2.41 -0.86 4.91
H 4.52 -1.26 4.89
H 4.69 -1.13 2.44
H 2.72 -0.70 1.06
H -1.94 0.34 2.13
H -2.07 0.06 4.55
H -0.02 -0.46 5.87
H 2.31 -0.94 5.98
*
```

Results
LUMO (alpha / beta)   -9.20 / -9.20 eV
Energy relative to the best compared isomer or geometry (same formula, charge and spin)   52.1 kcal/mol
HOMO energy (alpha / beta)   -13.7401 / -13.7403 eV
HOMO-LUMO gap (alpha / beta)   0.1668 / 0.1668 Ha

Record 6
ORCA calculation (the ωB97M-V functional and the def2-TZVPD basis) on a 16-piece molecular cluster, C20H55Br2N15O31P overall.

ORCA input file:
```
! RIJCOSX wB97M-V def2-TZVPD def2/J DEFGRID3
* xyz 1 1
C 4.02 -0.07 4.82
C 4.04 1.15 3.78
O 3.07 1.01 2.70
P 1.51 1.38 3.18
C 0.50 -0.15 3.48
Br 0.88 -1.83 2.51
C -0.57 -0.17 4.39
C -1.05 1.06 5.24
Br -1.63 -1.82 4.66
H 4.87 -0.78 4.59
H 3.02 -0.59 4.80
H 4.22 0.34 5.85
H 3.99 2.16 4.31
H 5.06 1.11 3.28
H 1.55 2.24 4.31
H 0.90 2.09 2.09
H -2.00 1.45 4.75
H -1.25 0.68 6.29
H -0.30 1.89 5.33
C 4.18 -0.91 0.17
N 5.62 -1.12 -0.08
O 6.02 -2.27 -0.15
O 6.31 -0.13 -0.20
H 3.69 -1.88 0.25
H 4.08 -0.35 1.10
H 3.77 -0.35 -0.67
C -1.16 -5.19 0.68
N 0.29 -5.39 0.43
O 0.69 -6.54 0.35
O 0.97 -4.38 0.33
H -1.64 -6.16 0.74
H -1.27 -4.64 1.61
H -1.56 -4.62 -0.16
C 3.53 -5.83 -1.48
N 3.84 -6.42 -2.81
O 3.80 -5.68 -3.77
O 4.13 -7.60 -2.83
H 3.30 -4.78 -1.61
H 2.68 -6.37 -1.07
H 4.41 -5.96 -0.85
C -4.42 -3.48 -2.91
N -3.72 -3.41 -1.61
O -3.54 -2.30 -1.13
O -3.37 -4.45 -1.10
H -4.66 -2.47 -3.23
H -3.74 -3.95 -3.62
H -5.32 -4.07 -2.77
C -2.70 0.81 -0.97
N -3.80 1.61 -1.55
O -4.50 1.07 -2.39
O -3.93 2.75 -1.15
H -2.70 -0.18 -1.42
H -1.76 1.32 -1.19
H -2.87 0.74 0.10
C -0.14 -2.58 -3.37
N -1.44 -1.86 -3.51
O -2.28 -2.37 -4.22
O -1.56 -0.81 -2.90
H -0.18 -3.49 -3.97
H 0.64 -1.91 -3.73
H -0.01 -2.81 -2.32
C 0.40 -4.63 6.13
N 1.61 -3.84 6.45
O 1.49 -2.63 6.57
O 2.65 -4.46 6.57
H -0.45 -3.95 6.05
H 0.57 -5.13 5.18
H 0.24 -5.35 6.93
C -1.60 4.28 -3.19
N -0.26 3.90 -2.67
O -0.18 2.89 -2.00
O 0.67 4.64 -2.96
H -2.32 3.54 -2.86
H -1.85 5.26 -2.79
H -1.54 4.30 -4.28
C -6.89 -1.49 0.94
N -6.57 -2.06 -0.39
O -6.60 -1.31 -1.34
O -6.29 -3.24 -0.43
H -7.11 -0.43 0.83
H -7.75 -2.03 1.33
H -6.02 -1.64 1.58
C 2.14 7.13 -1.42
N 1.68 8.53 -1.53
O 0.69 8.74 -2.21
O 2.32 9.38 -0.94
H 1.48 6.49 -1.99
H 3.16 7.08 -1.81
H 2.12 6.86 -0.36
C -0.66 -8.28 -2.37
N -1.51 -7.06 -2.34
O -2.68 -7.20 -2.07
O -0.95 -5.99 -2.58
H -1.28 -9.14 -2.14
H -0.24 -8.36 -3.37
H 0.13 -8.15 -1.63
C -4.41 2.94 -6.48
N -3.20 3.68 -6.04
O -3.32 4.87 -5.84
O -2.18 3.03 -5.91
H -5.24 3.64 -6.56
H -4.19 2.50 -7.45
H -4.62 2.17 -5.74
C -1.62 5.55 3.10
N -1.52 4.44 4.09
O -2.45 4.28 4.84
O -0.49 3.77 4.07
H -2.58 6.05 3.23
H -0.80 6.23 3.29
H -1.55 5.11 2.11
C 2.97 5.12 3.92
N 2.16 5.87 2.93
O 1.34 6.66 3.36
O 2.39 5.65 1.75
H 2.66 5.41 4.92
H 2.78 4.05 3.75
H 4.01 5.36 3.75
C 3.86 3.13 -3.82
N 5.07 3.87 -3.37
O 4.96 5.07 -3.17
O 6.09 3.23 -3.24
H 3.03 3.83 -3.90
H 4.09 2.70 -4.79
H 3.65 2.37 -3.08
*
```

Results
LUMO   -4.19 eV
Energy relative to the best compared isomer or geometry (same formula, charge and spin)   49.2 kcal/mol
HOMO energy   -12.2057 eV
HOMO-LUMO gap   0.2946 Ha

Record 7
ORCA calculation (the ωB97M-V functional and the def2-TZVPD basis) on one molecule with the formula C4H8O2.

ORCA input file:
```
! RIJCOSX wB97M-V def2-TZVPD def2/J DEFGRID3
* xyz 0 1
C -1.12 0.22 -0.90
C 0.06 0.46 0.04
O 0.17 1.84 0.36
C 0.20 -0.44 1.29
C 1.40 -0.01 -0.47
O 1.20 -1.17 -1.09
H -2.06 0.59 -0.48
H -1.23 -0.84 -1.14
H -0.94 0.76 -1.84
H -0.68 2.11 0.74
H 0.04 0.10 2.22
H -0.39 -1.36 1.22
H 1.28 -0.71 1.31
H 2.07 -1.54 -1.27
*
```

Results
LUMO   0.77 eV
Energy relative to the best compared isomer or geometry (same formula, charge and spin)   81.6 kcal/mol
HOMO energy   -8.6051 eV
HOMO-LUMO gap   0.3444 Ha

Record 8
ORCA calculation (the ωB97M-V functional and the def2-TZVPD basis) on a 10-piece molecular cluster, C46H101B3ClF12N7 overall.

ORCA input file:
```
! RIJCOSX wB97M-V def2-TZVPD def2/J DEFGRID3
* xyz 2 1
C 1.85 -4.99 0.70
C 0.61 -5.66 0.14
N 0.46 -5.59 -1.31
C 1.39 -6.06 -2.19
C 0.85 -5.87 -3.51
N -0.42 -5.38 -3.27
C -0.64 -5.19 -1.94
C -1.31 -5.11 -4.39
H 2.79 -5.29 0.23
H 2.02 -5.31 1.72
H 1.76 -3.91 0.72
H -0.34 -5.29 0.60
H 0.62 -6.72 0.35
H 2.38 -6.32 -1.84
H 1.28 -6.21 -4.43
H -1.58 -4.92 -1.49
H -0.86 -4.41 -5.08
H -2.27 -4.78 -3.98
H -1.50 -6.02 -4.95
C -7.50 -4.15 5.69
C -6.42 -3.31 5.14
C -6.64 -2.88 3.65
N -5.38 -2.51 2.80
C -4.61 -3.66 2.40
C -4.55 -1.44 3.50
C -5.35 -0.20 3.15
C -5.80 -0.34 1.67
C -5.82 -1.88 1.46
H -7.64 -4.97 4.98
H -8.42 -3.59 5.82
H -7.21 -4.52 6.66
H -5.45 -3.83 5.19
H -6.31 -2.41 5.75
H -7.34 -2.05 3.58
H -7.08 -3.72 3.07
H -5.36 -4.25 1.90
H -4.08 -4.07 3.25
H -3.86 -3.39 1.67
H -3.55 -1.48 3.05
H -4.50 -1.75 4.54
H -4.86 0.76 3.33
H -6.24 -0.20 3.82
H -5.02 0.15 1.06
H -6.79 0.03 1.39
H -5.06 -2.16 0.71
H -6.78 -2.26 1.15
C 1.82 10.80 1.00
C 1.91 9.38 0.46
C 0.64 8.62 0.82
N 0.43 7.28 0.16
C 0.29 7.44 -1.37
C -0.82 6.68 0.70
C -0.45 6.12 2.04
C 1.13 5.94 1.98
C 1.48 6.23 0.58
H 1.92 10.85 2.07
H 0.87 11.22 0.67
H 2.56 11.49 0.57
H 2.83 8.87 0.77
H 1.93 9.45 -0.63
H -0.16 9.23 0.43
H 0.50 8.56 1.90
H -0.52 8.11 -1.60
H 0.04 6.48 -1.84
H 1.22 7.86 -1.77
H -1.12 5.82 0.10
H -1.53 7.51 0.72
H -1.03 5.21 2.24
H -0.72 6.83 2.83
H 1.56 4.98 2.30
H 1.60 6.69 2.60
H 1.33 5.46 -0.16
H 2.54 6.54 0.45
C -2.08 0.39 -7.90
C -1.67 0.30 -6.41
C -2.94 0.26 -5.55
N -2.75 0.25 -4.02
C -4.08 -0.02 -3.39
C -1.80 -0.87 -3.61
C -0.54 -0.20 -3.10
C -1.07 1.08 -2.47
C -2.19 1.52 -3.48
H -2.62 1.30 -8.10
H -2.78 -0.42 -8.08
H -1.16 0.35 -8.47
H -1.04 1.14 -6.13
H -1.05 -0.59 -6.28
H -3.55 -0.62 -5.80
H -3.54 1.16 -5.78
H -4.36 -1.03 -3.62
H -4.77 0.71 -3.81
H -3.94 0.10 -2.32
H -2.26 -1.45 -2.81
H -1.66 -1.52 -4.47
H 0.08 -0.73 -2.39
H 0.04 0.08 -4.00
H -1.51 0.84 -1.49
H -0.33 1.87 -2.23
H -2.98 2.09 -2.93
H -1.88 2.20 -4.30
C 3.54 -1.81 3.87
C 2.96 -1.01 2.69
C 1.48 -0.84 3.04
N 0.70 0.27 2.25
C 1.01 0.03 0.83
C 0.90 1.69 2.71
C 0.11 1.81 3.99
C -0.99 0.75 3.87
C -0.79 0.17 2.48
H 2.94 -2.67 4.17
H 3.63 -1.11 4.68
H 4.54 -2.19 3.65
H 3.00 -1.56 1.74
H 3.52 -0.08 2.56
H 1.19 -0.71 4.09
H 0.97 -1.72 2.64
H 2.03 0.32 0.52
H 0.30 0.60 0.24
H 0.78 -1.02 0.60
H 0.42 2.28 1.96
H 1.98 1.89 2.73
H -0.30 2.81 4.15
H 0.77 1.57 4.85
H -1.94 1.28 3.97
H -0.96 -0.02 4.62
H -1.25 0.79 1.70
H -1.19 -0.86 2.41
C 7.19 -1.05 1.62
C 7.05 -0.69 0.14
C 6.20 -1.74 -0.55
N 5.67 -1.35 -1.93
C 6.90 -1.14 -2.85
C 4.78 -2.44 -2.58
C 3.40 -1.84 -2.75
C 3.74 -0.33 -2.96
C 4.82 -0.07 -1.94
H 7.94 -0.51 2.19
H 7.38 -2.11 1.81
H 6.25 -0.94 2.19
H 7.99 -0.58 -0.38
H 6.58 0.31 0.04
H 5.29 -1.93 0.02
H 6.72 -2.69 -0.61
H 6.63 -0.81 -3.85
H 7.48 -2.07 -2.84
H 7.55 -0.34 -2.49
H 5.22 -2.78 -3.50
H 4.68 -3.28 -1.88
H 2.80 -2.33 -3.52
H 2.86 -1.93 -1.79
H 4.18 -0.13 -3.97
H 2.86 0.29 -2.88
H 5.43 0.82 -2.13
H 4.37 0.08 -0.96
B -1.96 -2.51 -0.12
F -1.50 -3.02 1.11
F -2.58 -1.22 -0.05
F -0.88 -2.48 -0.97
F -2.88 -3.41 -0.54
B 5.47 -4.83 0.95
F 4.98 -4.13 2.03
F 4.82 -4.39 -0.22
F 6.80 -4.61 0.91
F 5.17 -6.19 1.14
B -2.75 2.98 0.97
F -2.64 3.05 2.33
F -1.53 2.49 0.56
F -3.79 2.11 0.49
F -2.92 4.25 0.45
Cl 3.62 2.08 0.75
*
```

Results
LUMO   -3.76 eV
HOMO energy   -11.1079 eV
HOMO-LUMO gap   0.2701 Ha

Please write out number 4 again, unchanged.
ORCA calculation (the ωB97M-V functional and the def2-TZVPD basis) on C24H16BClF3I2NO8P2 as an isolated structure.

ORCA input file:
```
! RIJCOSX wB97M-V def2-TZVPD def2/J DEFGRID3
* xyz 0 1
C 5.74 -2.47 0.69
C 6.60 -1.24 0.03
I 8.81 -1.25 0.31
C 5.97 -0.10 -0.74
I 7.29 1.42 -1.60
C 4.32 0.00 -0.99
C 3.59 -1.17 -1.94
Cl 4.73 -2.47 -2.61
C 1.98 -1.20 -2.26
C 1.17 -2.30 -3.15
F -0.13 -2.76 -2.53
F 1.88 -3.53 -3.52
F 0.80 -1.62 -4.45
C 1.12 0.08 -1.62
C 1.84 1.26 -0.68
C 3.47 1.24 -0.32
P 4.24 2.61 0.82
O 4.72 3.90 -0.02
O 3.16 3.05 2.16
O 5.72 2.05 1.64
C 0.89 2.51 -0.09
O 1.25 3.79 -0.09
C -0.61 2.01 0.45
C -1.34 2.56 1.81
N -0.70 3.61 2.70
C -2.83 1.97 2.27
P -3.72 2.66 3.87
O -5.27 2.91 3.64
C -3.52 0.80 1.34
B -5.00 0.09 1.68
O -5.22 -0.84 2.83
O -6.10 0.51 0.74
C -2.79 0.23 -0.04
C -3.46 -0.97 -0.97
C -4.72 -0.78 -2.00
C -5.24 -2.12 -2.80
C -4.57 -3.64 -2.62
C -3.28 -3.83 -1.60
C -2.76 -2.48 -0.78
C -1.33 0.83 -0.50
C -0.51 0.30 -1.85
O -1.16 0.12 -3.00
H 6.01 -3.45 0.07
H 4.58 -2.35 0.60
H 6.00 -2.69 1.82
H 2.76 2.23 2.56
H 5.44 1.38 2.36
H -0.66 4.49 2.12
H 0.24 3.31 3.03
H -3.17 3.96 4.26
H -3.47 1.75 4.99
H -5.12 -0.24 3.63
H -6.76 -0.24 0.63
H -5.17 0.30 -2.10
H -6.14 -2.04 -3.56
H -4.96 -4.59 -3.18
H -2.75 -4.88 -1.40
H -1.85 -2.64 -0.04
*
```

Results
LUMO   -2.55 eV
HOMO energy   -8.8149 eV
HOMO-LUMO gap   0.2302 Ha